Density functional theory data (ωB97M-V/def2-TZVPD) for a cluster of 6 separate species, C23H41FN3O5 in total in a non-equilibrium geometry.

Gap between HOMO and LUMO, eV: 6.12
Calculated total energy, eV: -41924.5587
Spin multiplicity: 1
Net charge: +1
LUMO energy, eV: -4.56

Geometry as XYZ:
```
73
Properties=species:S:1:pos:R:3:forces:R:3
N -2.360528 3.207417 -0.451285 3.178 -2.631 1.039
C -9.183678 0.579205 -3.341158 0.483 -0.014 0.110
O -3.029954 -1.650751 1.883893 0.759 -0.648 -1.023
C -0.891186 0.890753 -1.105027 0.478 0.111 0.077
H -0.534841 -1.863588 1.770233 -0.093 -0.123 -0.127
H -11.324014 -1.243939 -3.793978 -0.099 0.190 0.091
C -10.988805 -1.159026 -2.757294 0.108 -0.446 0.244
C 6.791536 -1.899343 2.698037 -0.553 -0.246 0.124
C -0.979317 -2.457532 0.964491 0.160 0.307 0.435
H 0.570762 4.142063 0.242337 0.064 -2.574 -0.953
C -9.542241 -0.744095 -2.719654 1.028 -0.808 0.578
C 1.597878 1.939487 -0.439794 0.307 1.883 0.540
C -8.411283 -3.558198 -0.502842 0.789 -0.141 -0.347
H 9.306292 5.343126 -0.169316 0.220 0.036 0.082
C -3.277031 -3.085766 -0.008473 -0.417 0.349 0.364
H -7.994391 -4.440510 2.172608 -0.178 -0.123 -0.087
H -8.033005 -3.018114 -1.377350 -0.139 -0.544 0.667
H 2.880509 4.458404 -1.241914 1.155 -0.529 2.381
C -2.478592 -2.336150 1.024256 -0.836 0.691 0.909
H 3.926724 2.058841 -0.954320 -1.866 0.580 1.976
C 3.478057 -0.985355 0.062210 -2.077 1.673 -2.951
C 10.580058 2.796474 -0.121252 -0.173 -0.483 0.066
H 2.753603 4.643357 0.690417 1.644 -0.927 -1.606
H 6.564254 1.556218 2.268432 0.209 -0.247 -0.007
C 2.699448 -0.427182 -1.077271 2.274 -2.030 2.033
H -1.920893 0.386476 -1.446598 2.785 0.950 0.844
H 7.888476 0.699547 3.088554 0.119 -0.060 -0.240
C -1.065172 2.426878 -0.570896 3.321 -0.173 0.712
N 0.284823 0.013105 -1.242892 -2.848 4.358 0.902
H -8.106108 0.747344 -3.240300 -0.245 -0.070 -0.014
H -2.350787 3.828536 0.411353 0.155 -1.033 -1.586
H -11.099086 -2.134782 -2.272231 0.040 0.223 -0.110
C -7.274844 -4.286896 0.163218 0.996 0.056 -0.472
O 4.993218 -0.330412 2.774670 0.888 -0.231 -0.318
H -3.085672 -4.158112 0.080453 0.035 0.078 -0.215
O 8.555675 2.645854 1.135925 1.159 1.024 -0.694
H 3.658504 -0.385971 1.051379 -0.997 -1.624 -1.651
H -3.204313 2.584238 -0.426352 1.202 0.693 -0.130
C 9.423664 3.370942 0.652616 -0.986 -0.762 0.554
H -4.344573 -2.905284 0.156995 0.358 -0.134 -0.081
H 7.606938 0.462663 1.332027 0.148 0.008 0.264
H 3.977252 -2.058532 -0.052588 -0.668 2.902 -0.150
H 8.482124 5.138450 1.392454 0.200 -0.086 -0.136
H 10.569753 3.180513 -1.144314 0.183 0.108 0.112
H 7.532675 -1.932466 3.500575 0.104 -0.004 -0.220
H -8.314581 -5.877770 1.146539 -0.112 0.168 0.118
H 10.257590 5.215167 1.347166 0.025 0.063 -0.228
C 7.132227 0.620421 2.303650 -0.737 -0.034 0.088
H 5.999408 -2.621704 2.922377 0.172 0.150 -0.022
H -0.613754 -2.077480 0.007301 0.027 -0.281 -0.025
C 9.370480 4.866819 0.812246 -0.439 -0.026 0.284
C 3.159682 2.455849 -0.129787 -0.143 0.344 0.086
H 3.454297 2.091652 0.963867 -0.510 0.611 -2.473
O -8.686214 -1.458927 -2.201022 -1.290 1.637 -1.159
H 7.251181 -2.169365 1.743960 0.199 0.063 0.152
H -9.168043 -4.273688 -0.833958 -0.116 0.058 0.194
F 4.795354 4.375909 -0.187230 -3.710 -0.564 0.236
H -8.847812 -2.836493 0.192048 -0.138 -0.127 -0.046
H 11.520964 3.052531 0.372124 -0.016 0.128 -0.199
H -9.713119 1.386128 -2.828305 -0.108 -0.024 -0.215
C 3.312587 4.104260 -0.188562 0.228 -0.817 -1.094
H 2.964172 -0.683164 -2.212207 -1.294 0.239 2.819
C 6.196961 -0.519416 2.607260 -0.772 0.403 0.223
O -6.129415 -4.225260 -0.280560 -1.300 -0.145 0.514
H -3.013769 -2.733757 -1.009089 0.118 -0.230 -0.034
H -9.438555 0.571785 -4.403906 -0.157 0.137 0.111
H -0.685623 -3.501801 1.096755 0.035 0.059 -0.217
C 0.439427 3.051403 -0.169876 -1.997 -5.445 -2.192
H -6.678200 -5.564281 1.766416 -0.200 0.097 -0.072
H -11.598609 -0.429603 -2.218472 -0.045 0.030 -0.228
N 1.497943 0.531038 -0.916682 -0.689 3.927 1.270
H 10.487669 1.705670 -0.155299 0.015 0.248 0.018
C -7.594157 -5.093811 1.393212 0.580 -0.201 0.106
```
Forces are in eV/Å.

Density functional theory data (ωB97M-V/def2-TZVPD) for a structure of composition C16H44N2NbO8S in a non-equilibrium geometry.

Gap between HOMO and LUMO, eV: 7.23
Calculated total energy, eV: -49045.6061
Spin multiplicity: 1
Net charge: -1
LUMO energy, eV: 2.46

Geometry as XYZ:
```
72
Properties=species:S:1:pos:R:3:forces:R:3
C 2.170586 -3.600810 -4.337330 -0.030 0.038 0.101
Nb 0.733030 -1.633990 3.070867 0.968 -0.441 -0.258
H -1.561908 -0.302207 2.022988 0.207 0.047 -0.060
H -4.802184 3.033320 6.523460 -0.046 -0.014 0.035
H 2.707148 -3.168073 -6.345677 0.000 -0.001 0.011
N 4.292331 -2.596806 -5.021965 0.031 -0.130 0.016
H -1.306182 3.020461 3.836115 -0.003 -0.019 -0.032
H 4.228666 -2.698725 -7.855285 0.014 0.027 0.002
H -4.537514 1.421349 2.389938 -0.020 0.018 -0.012
H -2.159065 3.939661 2.580320 0.005 0.020 0.036
H 1.211628 -2.560212 1.492153 -0.273 -0.301 0.288
H -5.666341 3.193069 4.995694 -0.030 0.040 -0.011
H 4.133635 -4.825517 -7.512050 0.036 -0.030 -0.040
O 5.927727 -3.780575 -7.413515 0.025 0.055 0.053
H -5.126918 6.377523 7.178030 -0.005 -0.017 0.017
N -3.809933 5.255426 4.202717 -0.074 -0.097 -0.027
H 0.241460 -1.579027 4.833887 0.079 -0.323 -0.464
O -5.987389 4.737234 6.383081 0.010 0.069 -0.058
H 5.780726 -1.870756 -8.039576 -0.004 -0.014 -0.015
H 2.418744 -1.742199 -5.344351 0.032 -0.009 0.007
H -4.520183 4.592026 3.918844 -0.008 0.039 0.014
C -4.838378 5.555012 6.518487 -0.012 -0.056 -0.041
H -4.680861 3.189078 2.204632 0.005 0.012 0.039
H 0.912360 -0.294914 0.790303 -0.145 -0.010 0.048
C 0.256573 0.523990 1.141955 0.146 0.216 -0.122
C 5.157740 -4.932922 -7.138331 -0.113 -0.009 -0.059
H -2.720056 4.009451 5.567874 -0.011 0.009 -0.009
H -5.186669 6.701273 4.756732 0.012 -0.003 -0.010
H -0.172290 0.817989 -2.327953 0.011 0.073 0.291
H 5.090358 -5.160865 -6.071140 0.047 0.024 0.010
H -0.184322 -2.341611 0.174014 -0.228 0.306 -0.493
H -3.581074 6.901751 5.447036 -0.005 -0.016 -0.020
H 1.451052 -3.139513 3.865418 -0.509 0.051 0.099
C -2.262739 3.477447 3.568481 0.130 0.044 -0.112
H 3.516256 -6.452589 -3.397981 0.018 0.008 0.008
H -0.305290 2.119134 -0.240457 -0.016 -0.117 -0.072
H 4.697950 -0.906314 -6.153574 0.003 -0.019 0.019
C 0.029228 0.306368 -1.376193 -0.300 0.023 -0.061
C 5.216160 -2.553597 -7.399689 -0.015 -0.058 0.034
H 4.288036 -4.871762 -3.131108 -0.005 0.020 -0.046
H -0.842122 -2.518094 2.881961 -0.207 0.103 -0.251
C -3.980082 2.354732 2.339572 0.103 -0.057 -0.152
C -0.583067 0.075744 2.338452 -0.727 0.036 0.707
H -1.571847 0.916941 -0.054049 0.191 -0.074 0.114
H 4.677236 -3.512201 -4.827264 0.028 0.030 -0.008
H -4.042160 4.990329 7.019110 0.000 0.027 -0.002
H 1.098357 -3.589983 -4.538053 0.006 -0.045 0.010
O 2.637103 -4.947165 -4.418609 0.116 0.023 -0.062
H -3.324659 2.319237 1.463041 0.016 -0.043 0.022
H 0.998363 1.282748 1.444133 -0.289 -0.062 -0.056
S -0.827042 -1.244128 -1.703552 -0.336 -0.196 0.059
C 2.884475 -2.733869 -5.349952 -0.130 0.056 -0.017
C -4.350042 6.158022 5.203698 -0.006 0.077 0.081
C -2.619668 4.524435 4.601558 0.065 -0.019 0.022
O -0.984970 -2.025226 -0.336153 0.233 0.254 0.072
O -2.185582 -0.894875 -2.066603 1.068 -0.373 0.189
C -5.736724 3.380306 6.070441 0.087 -0.061 0.073
H 1.104030 0.105167 -1.333867 -0.178 -0.079 0.066
H -1.785437 5.228286 4.698984 -0.020 0.005 -0.016
H 2.739998 -5.236295 -2.360951 -0.027 -0.031 -0.030
C 5.100596 -1.917667 -6.016701 0.036 0.081 -0.072
H 2.315551 -3.211854 -3.326450 -0.003 0.042 -0.047
C 3.329601 -5.386767 -3.271125 -0.061 -0.047 0.113
C -0.485199 1.045307 -0.119139 0.222 -0.365 -0.300
O 2.194881 -0.399845 3.084619 -0.113 0.721 0.110
H -0.792843 0.865253 3.073865 0.173 0.045 -0.300
H 6.111776 -1.804432 -5.617156 -0.010 -0.001 0.010
H -6.563638 2.796773 6.473861 0.006 -0.012 -0.024
O -0.002659 -2.009301 -2.612302 -0.400 0.378 0.356
H 5.634994 -5.771067 -7.646079 -0.008 -0.011 0.022
H 2.038875 0.545688 3.014506 0.416 0.108 0.013
O -3.240190 2.455226 3.533352 -0.177 0.035 0.192
```
Forces are in eV/Å.

Density functional theory data (ωB97M-V/def2-TZVPD) for the ion C8H12N5O2 with charge +1 in a non-equilibrium geometry.

Gap between HOMO and LUMO, eV: 8.78
Calculated total energy, eV: -20026.3432
Energy above the lowest of the compared OMol25 structures with the same formula, charge and spin, eV: 3.681
Structure (SMILES): COc1cc([C@]2(N)NC(=[NH2+])NO2)ccn1
Spin multiplicity: 1
Net charge: +1
LUMO energy, eV: -2.98

Geometry as XYZ:
```
27
Properties=species:S:1:pos:R:3:forces:R:3
C 2.338100 0.212034 0.416331 0.812 0.899 0.226
H 0.220580 -2.006687 -1.710172 -0.823 -0.660 -0.963
H 4.279593 1.535129 -0.293835 0.635 -0.744 1.820
O 3.105173 0.892661 1.319146 -0.302 -1.255 -1.216
N -2.662294 0.996597 0.891943 -0.449 2.745 2.274
C -1.615212 -0.965072 0.448142 3.949 2.744 -1.200
H 5.320596 0.594535 1.059590 -2.168 0.448 -0.635
H -3.904253 1.395622 -2.178454 0.704 0.081 2.418
H -1.132766 -2.820499 1.077816 -0.294 0.473 -0.454
H 4.582658 2.186591 1.370810 0.150 -0.200 -0.244
N -2.319170 -0.308241 -0.717301 1.039 -5.080 -1.503
C -2.887447 0.788693 -0.405110 -2.031 2.074 1.327
C 2.061883 -1.005300 -1.465479 0.500 0.860 -0.392
N -3.731425 1.550761 -1.131625 0.758 -2.450 -2.988
N 2.880169 -0.254920 -0.705602 -1.099 -0.099 1.529
H -2.890609 1.799436 1.555116 0.300 -1.516 -1.784
H -4.015944 2.417943 -0.820887 -0.591 1.947 0.979
C 0.200983 -0.668630 0.008242 -2.921 -1.428 -1.033
H 0.599725 0.706905 1.575067 -0.214 0.316 1.005
H -2.803285 -2.625407 1.013129 1.213 1.059 -0.732
N -1.882075 -2.288130 0.621921 -0.737 -1.506 1.108
H -2.499108 -0.976417 -1.516702 0.138 1.639 1.130
H 2.624903 -1.331744 -2.332745 -0.688 -0.554 -0.247
C 0.972659 0.145711 0.764023 0.221 -0.642 -0.438
O -1.952536 -0.001996 1.558771 -0.083 -1.128 -1.920
C 0.717935 -1.223695 -1.222641 0.436 0.393 2.649
C 4.391179 1.254129 0.820495 1.547 1.588 -0.716
```
Forces are in eV/Å.